1.
A gas-phase ion, C33H30F6N (charge +1) in a non-equilibrium geometry, computed with wB97M-V/def2-TZVPD.

XYZ file:
```
70
Properties=species:S:1:pos:R:3:forces:R:3:lowdin_charge:R:1
C 2.060 -4.033 -0.660 0.1 0.7 -0.5 -0.041
H 1.284 3.807 -1.204 0.1 -0.2 0.1 0.134
C -5.544 3.665 0.579 -0.6 0.4 0.1 -0.519
C -1.222 -2.446 -2.062 -0.2 -0.3 0.0 -0.134
H 1.589 -2.553 -2.612 0.5 0.1 0.2 0.124
H -3.735 -0.540 1.497 -0.1 0.4 -0.3 0.129
C 2.805 -2.132 0.648 0.4 -0.5 0.6 -0.109
H -2.584 0.300 -3.573 0.2 0.0 0.0 0.123
H -5.710 1.024 1.490 0.3 0.2 -0.2 0.129
C 1.974 -1.845 -1.857 -0.9 -1.8 0.0 -0.089
H 4.398 -0.882 4.051 -0.1 -0.1 -0.4 0.117
H -3.009 4.371 1.176 -0.1 -0.2 0.2 0.135
H -1.203 -1.744 -4.100 0.1 0.3 0.4 0.150
H 1.588 -4.444 -1.554 0.3 0.1 0.1 0.115
H -2.256 -2.370 -0.164 0.5 0.2 -0.1 0.138
H -0.639 2.240 -1.190 0.3 -0.1 0.2 0.121
C -4.697 1.411 1.366 0.1 -0.2 -0.1 0.006
H 3.200 -5.100 2.367 0.0 0.1 -0.2 0.124
H -3.561 -0.282 -1.028 0.5 0.2 0.0 0.127
C 0.045 1.164 0.559 -0.2 -0.4 -0.2 -0.206
H 0.658 -0.521 -3.941 0.2 -0.2 0.7 0.158
F -5.439 3.710 -0.791 -0.3 0.2 1.0 0.115
H -0.491 -2.232 -0.005 -0.2 0.3 -0.2 0.120
C 0.956 1.176 1.610 -0.4 -0.1 0.0 -0.028
C 1.220 3.036 -0.441 -0.5 -0.4 -0.3 0.017
H 2.527 -5.987 0.127 -0.2 0.2 0.1 0.115
H 2.682 2.121 2.478 0.0 -0.1 -0.3 0.127
C -2.579 0.049 -1.429 -0.2 0.1 0.5 -0.126
C 3.445 3.756 0.441 0.9 0.8 0.1 -0.510
C -3.191 3.301 1.247 -0.1 -0.4 0.6 0.017
H 1.230 0.025 -1.095 -0.5 0.0 0.2 0.102
C 3.055 -3.041 1.752 -0.2 0.6 -0.6 -0.155
C 3.847 -0.381 2.007 -0.2 -0.1 -0.8 -0.072
C -1.345 -1.919 -0.628 -0.8 0.5 0.9 -0.113
C 3.970 -1.241 3.112 -0.3 -0.6 -0.1 -0.051
H -1.167 2.790 1.821 -0.3 0.1 -0.6 0.126
H 2.945 -1.487 -2.265 -0.3 0.4 0.2 0.189
C 0.149 2.140 -0.438 0.1 0.3 0.0 -0.045
H -0.182 0.644 -2.894 0.2 -0.5 0.2 0.123
F 4.492 3.147 1.082 -0.9 0.5 -0.5 0.113
H -0.940 -0.609 1.292 0.1 0.3 0.3 0.156
F -6.795 3.227 0.886 0.9 0.4 -0.4 0.129
H -2.626 1.152 -1.447 0.2 -0.5 0.2 0.134
C -2.143 2.421 1.496 0.4 0.4 -0.8 -0.009
C 0.138 -0.412 -2.963 -0.3 0.5 -0.4 -0.075
F 3.338 5.015 0.967 0.0 -1.2 -0.5 0.132
C 2.248 -2.661 -0.564 0.0 -0.4 0.2 -0.153
N -1.462 -0.429 -0.588 -0.7 -2.1 -4.2 -0.113
C -3.602 0.541 1.378 -0.2 0.4 -0.3 -0.028
C -1.176 -1.308 -3.087 -0.3 -0.5 0.2 -0.246
C 2.006 2.086 1.629 -0.1 0.0 0.1 -0.018
C -2.319 1.072 1.184 -0.2 -0.9 0.7 -0.145
H 3.106 -0.099 -0.004 0.2 0.0 0.3 0.109
C -2.458 -0.504 -2.845 0.0 0.1 -0.8 -0.130
H -0.366 -3.118 -2.149 -0.1 0.0 0.0 0.093
F -5.429 4.948 1.043 -0.2 -1.1 -0.6 0.121
C 2.183 2.943 0.556 0.2 0.2 0.1 -0.118
C 3.551 -2.553 2.983 0.3 0.5 0.2 -0.019
H -3.307 -1.173 -3.028 0.3 -0.1 -0.1 0.127
H 0.817 0.466 2.428 0.1 0.2 -0.1 0.137
H 4.243 0.630 2.088 -0.2 -0.3 -0.1 0.098
F 3.819 3.905 -0.866 -0.3 -0.1 1.0 0.120
C 2.514 -4.920 0.334 -0.1 0.0 0.8 -0.052
C 1.038 -0.739 -1.846 0.7 1.3 -0.8 0.131
C 3.237 -0.801 0.823 0.4 0.4 0.5 -0.033
H -2.124 -3.052 -2.233 0.4 0.1 -0.4 0.130
C -1.179 0.193 0.581 1.5 2.5 4.7 -0.255
C -4.465 2.766 1.107 -0.2 0.1 0.0 -0.130
C 2.925 -4.430 1.555 -0.2 -0.5 -0.7 -0.015
H 3.658 -3.253 3.813 0.0 0.2 -0.2 0.122
```
Positions in Å, forces in eV/Å.

Its total charge is +1. As for the HOMO energy: -11.173 eV. The calculation puts the gap between HOMO and LUMO at 5.381 eV. For the LUMO energy, the calculation gives -5.8 eV. The calculation puts the energy above the lowest of the compared OMol25 structures with the same formula, charge and spin at 0.115 eV.

---

2.
A single C2H2N4 molecule in a non-equilibrium geometry, computed with wB97M-V/def2-TZVPD.

XYZ file:
```
8
Properties=species:S:1:pos:R:3:forces:R:3:lowdin_charge:R:1
N -0.182 0.344 1.304 0.2 -0.9 1.2 0.017
N 0.274 -0.242 -1.336 -1.1 -0.2 1.2 0.041
H -0.147 -2.211 -0.901 0.2 -0.2 0.2 0.100
C -0.057 -1.217 -0.492 0.0 1.4 0.7 -0.097
N 0.073 1.264 0.437 -0.5 1.1 -1.3 -0.032
H -0.395 -1.724 1.618 -0.3 1.4 -0.9 0.126
C -0.291 -0.877 0.867 0.4 -3.0 -0.2 -0.126
N 0.211 0.992 -0.829 1.2 0.4 -0.7 -0.030
```
Positions in Å, forces in eV/Å.

Its total charge is 0. As for the HOMO energy: -10.129 eV. Its SMILES is c1cnnnn1. The calculation puts the gap between HOMO and LUMO at 9.600 eV. For the LUMO energy, the calculation gives -0.5 eV. The calculation puts the energy above the lowest of the compared OMol25 structures with the same formula, charge and spin at 2.806 eV.

---

3.
A molecular structure, C28H35AuN8O10S in a non-equilibrium geometry, computed with wB97M-V/def2-TZVPD.

XYZ file:
```
83
Properties=species:S:1:pos:R:3:forces:R:3:lowdin_charge:R:1
C -2.064 -1.304 -1.298 0.0 0.0 -0.1 -0.212
H -4.178 1.918 0.750 -0.1 0.0 -0.1 0.092
H -3.167 -4.765 1.214 0.1 0.3 0.1 0.097
H -1.861 4.800 1.205 -0.2 -0.1 0.4 0.107
N -0.093 2.974 0.875 -0.7 0.0 -0.2 -0.112
C -1.131 -2.364 0.634 0.1 0.2 -0.3 -0.374
C -2.097 1.233 -1.289 0.5 0.7 1.1 -0.206
C -2.464 2.439 -1.951 -0.5 -0.2 -0.5 0.024
C -2.493 -2.480 -1.933 -0.2 0.2 0.1 0.007
C -3.667 1.181 -3.580 0.0 0.3 0.4 0.030
O 0.853 0.259 1.590 -0.4 -0.1 0.0 -0.153
N -2.259 -2.870 1.212 0.2 0.4 -0.5 -0.136
H 1.144 -2.513 2.794 0.5 0.3 0.3 0.078
O 6.307 -0.047 4.488 0.3 0.1 -0.6 0.072
O 2.754 0.440 -0.629 0.4 0.0 0.1 -0.162
H 1.995 -0.912 -5.051 0.0 0.3 0.2 0.071
C 5.990 -0.025 0.976 -1.0 -0.1 -0.7 0.082
H 2.040 -2.507 0.513 0.0 -0.2 0.0 0.076
H -2.121 3.367 -1.527 0.1 0.2 0.0 0.122
H -0.517 3.267 2.896 0.1 0.0 0.1 0.083
Au 0.824 -0.304 -0.412 -0.7 0.1 -1.0 1.175
H -0.575 -2.609 3.113 0.2 -0.1 -0.3 0.108
H -2.126 -3.428 -1.553 0.0 0.1 -0.1 0.122
C -2.488 -0.048 -1.818 0.0 -0.8 -0.1 -0.043
C 4.274 -0.021 2.645 0.4 0.0 -0.1 0.054
H -3.544 3.315 -3.569 -0.1 0.4 -0.2 0.108
H 7.025 -0.112 0.696 0.0 0.1 -0.1 0.130
C 4.988 0.059 0.006 1.1 0.3 0.8 -0.040
S 0.517 0.271 -3.683 0.4 -0.6 0.0 0.430
H -3.693 -3.364 -3.488 0.0 -0.2 0.0 0.110
H 2.125 0.866 -5.256 0.0 -0.2 0.2 0.070
H 4.001 -0.078 3.669 -0.2 0.0 0.7 0.122
H -4.027 2.183 2.481 0.1 0.0 0.1 0.092
H -3.337 -1.130 0.943 -0.1 0.4 -0.2 0.059
H -1.412 -4.799 1.256 -0.1 0.3 0.1 0.098
O 4.846 -0.432 -2.233 -0.1 0.0 -0.2 0.085
C -3.373 -2.452 -3.012 0.2 0.2 0.3 -0.042
H -3.904 -2.175 2.274 0.0 0.1 -0.2 0.100
N -1.116 -1.400 -0.275 0.2 -0.4 0.3 0.051
H 0.641 4.422 2.221 0.1 0.5 -0.1 0.097
H -4.454 -1.209 -4.377 0.1 0.0 0.2 0.122
C -2.284 -4.251 1.623 -0.2 -0.7 0.2 -0.056
O 1.786 0.164 3.562 0.2 0.0 0.3 0.040
H -3.161 0.832 1.719 0.1 0.5 0.0 0.080
C -3.257 2.411 -3.074 0.2 -0.8 0.1 -0.032
C -3.330 -0.055 -2.960 0.2 0.8 0.1 -0.168
C 1.896 0.170 2.348 -0.1 0.0 -0.2 -0.622
H -3.539 4.453 1.673 0.0 0.0 -0.1 0.095
H 1.113 2.743 2.535 0.0 0.1 0.0 0.094
C -3.486 1.873 1.591 0.3 0.1 -0.2 -0.014
C -3.519 -2.144 1.246 0.2 -0.8 0.4 -0.021
O 0.588 -0.749 -2.554 -0.1 0.6 -0.2 -0.463
C -2.500 4.159 1.828 -0.2 0.0 -0.5 -0.043
C 2.045 0.052 -4.527 0.6 -0.2 -0.3 -0.148
O 6.680 0.443 -1.509 -0.4 0.0 -0.1 0.064
O -0.499 -0.131 -4.638 -0.2 0.4 0.4 -0.330
C 5.600 -0.060 2.287 0.5 0.2 0.3 -0.143
O 0.491 1.652 -3.214 -0.4 -0.5 0.3 -0.349
H -2.277 4.281 2.878 0.1 0.2 0.3 0.083
H 1.820 2.380 0.297 0.1 -0.1 0.0 0.070
C -3.802 -1.244 -3.506 -0.1 -0.3 -0.5 -0.022
N 5.534 0.042 -1.356 -0.1 -0.1 0.0 -0.346
H -4.280 1.162 -4.460 -0.2 -0.1 -0.3 0.117
N -2.346 2.781 1.390 -0.2 -0.5 0.1 -0.120
N 6.644 -0.077 3.312 0.2 -0.4 0.0 -0.345
H -4.252 -2.631 0.596 0.0 0.2 -0.1 0.097
H 1.315 3.992 -0.243 -0.1 -0.4 -0.1 0.111
N -1.420 1.328 -0.153 0.0 -0.2 -0.2 0.177
C 0.985 2.949 -0.093 0.3 0.7 0.1 -0.019
H 0.358 -4.094 2.813 0.0 -0.1 0.0 0.089
N 0.032 -2.884 1.100 0.3 -0.2 -0.1 -0.153
O 7.800 -0.151 2.906 -0.5 0.1 0.6 0.060
H 2.903 0.048 -3.841 -0.4 0.2 -0.1 0.051
H 1.509 -4.195 0.367 0.0 -0.2 0.1 0.091
C 0.250 -3.046 2.537 -0.6 -0.1 -0.2 -0.030
H 0.689 2.527 -1.041 -0.2 -0.1 -0.3 0.059
C 1.202 -3.163 0.245 -0.5 0.7 -0.1 -0.036
C 3.275 0.103 1.714 -0.2 0.0 -0.1 -0.049
H -2.311 -4.339 2.713 0.0 -0.1 0.0 0.092
C 0.305 3.400 2.207 0.0 -0.6 0.2 -0.012
C 3.597 0.212 0.317 0.3 -0.3 -0.2 -0.287
H 0.955 -2.980 -0.810 0.0 -0.1 0.3 0.087
C -1.274 2.394 0.655 0.2 -0.3 0.0 -0.344
```
Positions in Å, forces in eV/Å.

Its total charge is 0. As for the HOMO energy (spin up / spin down): -7.580 / -8.300 eV. As for the expectation value of S²: 2.06. The spin multiplicity is 3. The calculation puts the gap between HOMO and LUMO (spin up / spin down) at 7.336 / 5.770 eV. For the LUMO energy (spin up / spin down), the calculation gives -0.2 / -2.5 eV.

---

Question: The highest total charge belongs to which entry?
Answer: C33H30F6N

---

Question: Which value of total charge does entry 3 give?
Answer: 0

---

Question: Which of these has the highest total charge?
Answer: C33H30F6N